C96H176B8F32N32Zn | the ωB97M-V functional and the def2-TZVPD basis

Geometry as ORCA input:
```
! wB97M-V def2-TZVPD RIJCOSX def2/J DEFGRID3
* xyz 10 1
Zn -18.489 -16.442 3.865
C -21.512 -17.801 14.438
C -21.013 -16.313 14.187
N -20.529 -16.075 12.845
C -19.693 -15.013 12.422
C -19.406 -15.259 11.071
N -19.937 -16.464 10.679
C -20.626 -16.931 11.763
C -19.782 -17.045 9.358
H -22.358 -18.056 13.799
H -21.926 -17.972 15.431
H -20.790 -18.599 14.262
H -20.171 -16.116 14.851
H -21.889 -15.681 14.336
H -19.407 -14.243 13.123
H -18.865 -14.682 10.336
H -21.074 -17.912 11.821
H -19.880 -18.124 9.479
H -18.797 -16.767 8.984
H -20.572 -16.704 8.690
C -14.223 -21.168 13.318
C -13.163 -21.544 12.265
N -13.286 -22.811 11.674
C -13.891 -23.913 12.347
C -13.888 -24.984 11.479
N -13.365 -24.546 10.302
C -12.991 -23.233 10.419
C -13.175 -25.406 9.124
H -13.986 -20.177 13.703
H -14.001 -21.759 14.207
H -15.242 -21.253 12.941
H -12.172 -21.618 12.713
H -13.126 -20.748 11.522
H -14.041 -23.832 13.413
H -14.041 -26.041 11.643
H -12.575 -22.602 9.648
H -12.778 -24.835 8.285
H -14.160 -25.731 8.790
H -12.506 -26.258 9.246
C -11.221 -21.431 17.702
C -12.080 -20.883 16.554
N -12.921 -19.824 17.142
C -14.229 -19.973 17.637
C -14.653 -18.736 18.157
N -13.548 -17.816 17.998
C -12.557 -18.480 17.334
C -13.515 -16.417 18.310
H -10.564 -22.164 17.233
H -11.817 -21.992 18.421
H -10.778 -20.733 18.413
H -12.737 -21.516 15.958
H -11.436 -20.399 15.820
H -14.783 -20.871 17.404
H -15.565 -18.375 18.608
H -11.615 -18.066 17.006
H -13.250 -16.285 19.359
H -14.465 -15.896 18.190
H -12.785 -15.934 17.661
C -21.094 -17.438 18.221
C -19.735 -18.077 18.566
N -19.100 -18.444 17.294
C -19.377 -19.592 16.513
C -18.568 -19.687 15.396
N -17.751 -18.562 15.562
C -18.123 -17.728 16.614
C -16.679 -18.206 14.665
H -20.798 -16.640 17.541
H -21.498 -16.941 19.102
H -21.899 -18.088 17.878
H -19.939 -19.021 19.073
H -19.147 -17.509 19.286
H -20.166 -20.208 16.921
H -18.361 -20.392 14.605
H -17.653 -16.811 16.936
H -17.021 -18.123 13.633
H -15.907 -18.975 14.646
H -16.119 -17.322 14.972
C -5.210 -18.901 7.644
C -6.414 -18.125 8.046
N -7.483 -18.938 8.560
C -8.151 -19.935 7.885
C -9.195 -20.373 8.707
N -9.187 -19.696 9.905
C -8.101 -18.878 9.826
C -10.142 -19.854 11.016
H -4.596 -18.193 7.087
H -5.485 -19.761 7.033
H -4.619 -19.323 8.458
H -6.937 -17.482 7.338
H -6.231 -17.481 8.907
H -7.848 -20.216 6.887
H -9.797 -21.258 8.567
H -7.809 -18.201 10.615
H -10.615 -18.889 11.199
H -9.646 -20.278 11.889
H -10.930 -20.466 10.576
C -8.728 -18.055 16.642
C -8.122 -18.755 15.441
N -7.740 -17.831 14.355
C -8.529 -17.019 13.560
C -7.748 -16.244 12.739
N -6.402 -16.681 12.961
C -6.408 -17.555 13.978
C -5.232 -16.297 12.265
H -7.909 -17.461 17.047
H -8.941 -18.808 17.401
H -9.556 -17.409 16.349
H -8.792 -19.497 15.006
H -7.250 -19.323 15.769
H -9.595 -17.095 13.715
H -7.939 -15.449 12.034
H -5.558 -18.012 14.463
H -4.605 -17.122 11.928
H -4.664 -15.752 13.019
H -5.417 -15.581 11.465
C -16.726 -21.973 3.761
C -15.882 -21.710 4.996
N -16.609 -22.088 6.235
C -17.642 -21.392 6.927
C -17.940 -22.186 7.987
N -17.185 -23.355 8.031
C -16.345 -23.245 6.937
C -17.152 -24.425 9.070
H -16.168 -21.813 2.838
H -17.629 -21.364 3.745
H -17.048 -23.011 3.672
H -15.680 -20.650 5.145
H -14.912 -22.206 4.947
H -17.987 -20.432 6.572
H -18.698 -22.060 8.746
H -15.569 -23.939 6.648
H -16.695 -23.941 9.933
H -16.527 -25.245 8.714
H -18.136 -24.844 9.280
C -9.764 -13.156 12.092
C -9.059 -12.345 13.181
N -8.197 -13.004 13.979
C -8.598 -14.032 14.839
C -7.384 -14.410 15.496
N -6.300 -13.699 15.019
C -6.851 -12.791 14.066
C -4.963 -13.943 15.383
H -10.760 -12.779 11.856
H -10.025 -14.134 12.496
H -9.241 -13.444 11.181
H -9.711 -11.815 13.876
H -8.493 -11.550 12.697
H -9.640 -14.309 14.910
H -7.304 -15.146 16.283
H -6.282 -12.052 13.523
H -4.236 -13.177 15.113
H -4.520 -14.791 14.860
H -4.882 -14.288 16.414
C -14.480 -19.303 0.740
C -15.526 -19.163 -0.356
N -16.578 -20.176 -0.059
C -17.820 -19.830 0.411
C -18.551 -20.934 0.614
N -17.828 -22.015 0.052
C -16.612 -21.524 -0.370
C -18.340 -23.363 -0.129
H -14.893 -19.023 1.709
H -13.586 -18.722 0.512
H -14.034 -20.295 0.816
H -15.113 -19.352 -1.347
H -15.981 -18.183 -0.500
H -18.076 -18.813 0.667
H -19.518 -21.054 1.079
H -15.895 -22.066 -0.969
H -18.942 -23.683 0.722
H -17.557 -24.014 -0.518
H -18.981 -23.275 -1.007
C -13.402 -12.279 8.654
C -13.664 -13.791 8.515
N -14.294 -14.369 9.702
C -15.515 -15.042 9.876
C -15.894 -14.958 11.187
N -14.835 -14.541 11.911
C -13.820 -14.260 11.005
C -14.697 -14.607 13.384
H -14.044 -11.784 9.382
H -13.501 -11.618 7.793
H -12.427 -12.036 9.077
H -12.749 -14.300 8.211
H -14.358 -13.911 7.683
H -16.168 -15.286 9.051
H -16.816 -15.221 11.683
H -12.835 -13.905 11.271
H -15.140 -13.699 13.792
H -13.647 -14.762 13.633
H -15.249 -15.444 13.812
C -17.373 -24.772 12.604
C -17.580 -23.279 12.765
N -18.783 -22.975 13.521
C -19.061 -23.100 14.837
C -20.420 -22.872 15.021
N -20.936 -22.379 13.848
C -19.924 -22.461 12.933
C -22.225 -21.833 13.633
H -16.481 -25.036 12.038
H -18.241 -25.240 12.138
H -17.084 -25.189 13.569
H -17.707 -22.860 11.767
H -16.741 -22.765 13.234
H -18.317 -23.476 15.523
H -21.093 -22.889 15.866
H -20.100 -22.265 11.886
H -22.201 -20.750 13.517
H -22.820 -22.151 14.489
H -22.727 -22.273 12.770
C -12.024 -19.976 3.198
C -11.885 -21.342 2.650
N -10.668 -21.325 1.879
C -9.370 -21.312 2.381
C -8.509 -21.026 1.338
N -9.288 -20.867 0.159
C -10.594 -21.080 0.495
C -8.712 -20.390 -1.107
H -13.060 -19.799 3.487
H -11.664 -19.205 2.517
H -11.429 -19.710 4.071
H -12.759 -21.596 2.051
H -11.758 -22.083 3.440
H -9.073 -21.438 3.412
H -7.440 -20.945 1.209
H -11.452 -20.915 -0.139
H -7.857 -19.766 -0.848
H -9.455 -19.753 -1.587
H -8.482 -21.239 -1.750
C -11.981 -10.286 1.151
C -13.166 -9.466 1.655
N -14.227 -10.320 2.070
C -15.373 -10.573 1.397
C -16.200 -11.222 2.225
N -15.585 -11.482 3.396
C -14.360 -10.913 3.317
C -16.093 -12.271 4.556
H -12.319 -10.934 0.342
H -11.674 -10.867 2.021
H -11.063 -9.785 0.845
H -13.619 -8.771 0.948
H -12.833 -8.750 2.406
H -15.567 -10.231 0.390
H -17.240 -11.464 2.063
H -13.593 -11.026 4.069
H -17.182 -12.307 4.515
H -15.683 -11.894 5.493
H -15.696 -13.275 4.402
C -13.506 -16.162 5.978
C -12.735 -17.373 6.500
N -13.367 -17.886 7.743
C -14.538 -18.624 7.702
C -14.978 -18.764 9.029
N -14.084 -18.067 9.901
C -13.089 -17.576 9.097
C -14.131 -17.987 11.366
H -13.401 -16.060 4.898
H -13.054 -15.225 6.305
H -14.562 -16.142 6.248
H -11.663 -17.215 6.619
H -12.774 -18.158 5.745
H -14.897 -19.005 6.757
H -15.806 -19.342 9.413
H -12.244 -16.968 9.384
H -14.170 -16.944 11.680
H -13.173 -18.396 11.687
H -15.072 -18.397 11.731
C -11.709 -16.327 2.432
C -11.605 -14.772 2.459
N -12.207 -14.122 1.297
C -13.518 -13.947 0.962
C -13.485 -13.526 -0.338
N -12.239 -13.377 -0.750
C -11.388 -13.749 0.222
C -11.688 -13.104 -2.073
H -12.761 -16.590 2.320
H -11.333 -16.734 3.370
H -11.153 -16.908 1.697
H -10.604 -14.401 2.677
H -12.233 -14.462 3.294
H -14.363 -14.212 1.581
H -14.244 -13.318 -1.077
H -10.308 -13.711 0.214
H -11.537 -14.013 -2.655
H -10.720 -12.601 -2.077
H -12.358 -12.446 -2.626
C -8.929 -17.752 4.455
C -9.096 -16.230 4.726
N -7.882 -15.647 5.411
C -6.533 -15.957 5.105
C -5.723 -15.221 5.948
N -6.527 -14.663 6.906
C -7.857 -14.861 6.544
C -6.070 -14.039 8.129
H -9.670 -18.054 3.715
H -9.119 -18.320 5.366
H -7.917 -17.935 4.093
H -10.065 -15.991 5.163
H -9.202 -15.760 3.749
H -6.254 -16.569 4.260
H -4.648 -15.223 6.047
H -8.713 -14.496 7.092
H -5.252 -13.344 7.939
H -5.673 -14.821 8.777
H -6.941 -13.702 8.692
B -12.394 -21.324 7.029
F -11.134 -21.729 6.581
F -12.183 -20.595 8.179
F -13.157 -20.644 6.058
F -13.093 -22.448 7.400
B -9.682 -15.817 9.470
F -8.360 -15.376 9.494
F -9.826 -16.750 10.473
F -10.577 -14.798 9.726
F -10.036 -16.524 8.330
B -17.502 -17.873 5.719
F -17.497 -18.248 7.062
F -17.502 -16.484 5.569
F -16.418 -18.403 5.032
F -18.616 -18.260 4.993
B -12.189 -17.488 14.002
F -11.726 -16.995 15.210
F -11.973 -16.531 13.054
F -11.471 -18.660 13.683
F -13.468 -17.797 14.042
B -16.460 -16.058 2.599
F -17.102 -17.263 2.672
F -17.147 -15.164 3.417
F -15.214 -16.136 3.148
F -16.424 -15.605 1.296
B -11.705 -12.487 5.445
F -10.987 -13.495 5.998
F -12.941 -13.057 5.244
F -11.832 -11.368 6.290
F -11.155 -12.141 4.264
B -17.688 -14.078 15.243
F -19.006 -13.726 15.423
F -17.192 -14.615 16.418
F -17.529 -15.075 14.288
F -17.037 -12.924 14.919
B -17.778 -19.934 11.326
F -17.124 -20.907 10.565
F -17.304 -18.656 11.055
F -19.109 -19.951 11.060
F -17.457 -20.159 12.637
*
```

Values from the calculation:
HOMO level, eV: -23.9
Lowest unoccupied orbital energy, eV: -18.44
Frontier orbital gap, eV: 5.472
Energy, Eh: -10687.1396